Molecular formula: C3H7N3OS
Method: DFT, the ωB97M-V functional and the def2-TZVPD basis

Calculated values
Maximum force = 6.67 eV/Å
DFT total energy = -756.14507 Eh
Multiplicity = 1
E_LUMO = 0.5 eV
SMILES string = N/C=N\CC(=O)NS
Kohn-Sham gap = 0.365 Eh
Energy relative to the best compared isomer or geometry (same formula, charge and spin) = 234.3 kJ/mol

The geometry in XYZ format:
```
15
Properties=species:S:1:pos:R:3:nbo_charge:R:1
C 1.57068 -0.91817 -0.20434 0.295
C 0.43705 1.06493 0.09320 -0.362
C -0.98317 0.59217 0.55341 0.666
H 1.58436 -2.20913 1.32744 0.386
H 0.64198 -0.77429 1.77655 0.426
H 2.05505 -1.75242 -0.83305 0.179
H 0.83898 1.09697 1.17739 0.212
H 0.38498 1.97149 -0.39364 0.233
H -2.67513 -0.40454 -0.48730 0.427
H -1.30176 0.53339 -2.82839 0.132
N 1.37289 -1.27946 1.17613 -0.868
N 1.17178 0.12365 -0.78884 -0.493
N -1.77990 0.18466 -0.51532 -0.775
O -1.34966 0.47273 1.82438 -0.619
S -1.96815 1.29802 -1.87762 0.161
```


Molecular formula: C5H16N3
Method: DFT, the ωB97M-V functional and the def2-TZVPD basis

Calculated values
Maximum force = 2.64 eV/Å
DFT total energy = -364.09265 Eh
Net charge = +1
Multiplicity = 1
E_LUMO = -3.4 eV
SMILES string = CNC[C@@H]([NH3+])CCN
Kohn-Sham gap = 0.336 Eh
Energy relative to the best compared isomer or geometry (same formula, charge and spin) = 217.1 kJ/mol

The geometry in XYZ format:
```
24
Properties=species:S:1:pos:R:3:nbo_charge:R:1
N -0.90433 -0.95869 1.50691 -0.695
C -0.26552 0.19925 0.65150 -0.005
C 1.19976 0.46408 0.99488 -0.456
C 2.06872 -0.78962 0.85658 -0.222
N 3.23673 -0.53127 0.04928 -0.837
C -0.74252 0.14858 -0.83755 -0.234
N -1.90581 0.96954 -0.98360 -0.642
C -2.65209 0.79537 -2.22398 -0.416
H -1.79372 -0.64973 1.89054 0.449
H -1.05261 -1.80791 0.95697 0.436
H -0.27069 -1.23987 2.25894 0.439
H -0.85959 0.99662 1.10233 0.215
H 1.43327 1.16452 0.19039 0.252
H 1.28965 1.05007 1.90793 0.235
H 2.31357 -1.13206 1.86439 0.172
H 1.50808 -1.62378 0.41692 0.171
H 3.79948 -1.34149 -0.14618 0.386
H 3.73671 0.27623 0.38759 0.373
H -0.81411 -0.89504 -1.14326 0.202
H 0.18120 0.49518 -1.32628 0.194
H -1.71991 1.92273 -0.72997 0.377
H -2.32773 1.44872 -3.04506 0.191
H -2.62012 -0.21280 -2.59908 0.204
H -3.66420 1.07246 -2.05231 0.212
```


Molecular formula: C5H15NP
Method: DFT, the ωB97M-V functional and the def2-TZVPD basis

Calculated values
Maximum force = 3.71 eV/Å
DFT total energy = -595.28506 Eh
Net charge = +1
Multiplicity = 1
E_LUMO = -3.5 eV
SMILES string = CC[C@@H]([NH3+])[C@H](C)P
Kohn-Sham gap = 0.382 Eh
Energy relative to the best compared isomer or geometry (same formula, charge and spin) = 152.4 kJ/mol

The geometry in XYZ format:
```
22
Properties=species:S:1:pos:R:3:nbo_charge:R:1
C -2.65961 -0.46394 0.01660 -0.615
C 1.17705 1.67176 -0.34409 -0.614
C -1.48014 0.42565 0.19767 -0.433
C -0.14265 -0.44001 0.35254 -0.073
C 1.27152 0.39669 0.57205 -0.455
N -0.05233 -1.33809 -0.85666 -0.775
P 2.78676 -0.65161 0.03111 0.192
H -2.66722 -1.26103 0.79012 0.204
H -3.66983 0.02184 0.18664 0.268
H -2.43406 -1.01715 -0.91471 0.174
H 2.01464 2.24972 -0.36475 0.229
H 0.94425 1.32700 -1.32381 0.188
H 0.33725 2.38273 -0.05911 0.235
H -1.58736 1.15599 -0.63827 0.228
H -1.62609 0.90613 1.17408 0.237
H -0.28326 -0.87156 1.37852 0.250
H 1.31140 0.58318 1.67345 0.249
H -0.61938 -2.20163 -0.47476 0.479
H 1.00355 -1.54024 -1.07139 0.465
H -0.46545 -0.86239 -1.74532 0.462
H 3.23421 -1.06027 1.42418 0.050
H 3.60673 0.58724 -0.00410 0.055
```


Molecular formula: C4H9I2N2
Method: DFT, the ωB97M-V functional and the def2-TZVPD basis

Calculated values
Maximum force = 2.99 eV/Å
DFT total energy = -862.35199 Eh
Net charge = +1
Multiplicity = 1
E_LUMO = -5.9 eV
Kohn-Sham gap = 0.269 Eh
Energy relative to the best compared isomer or geometry (same formula, charge and spin) = 218.0 kJ/mol

The geometry in XYZ format:
```
17
Properties=species:S:1:pos:R:3:nbo_charge:R:1
C 0.29102 0.87297 1.10042 -0.224
C 0.08155 1.01269 -1.30384 -0.421
C 0.18356 -0.58698 1.47340 -0.275
C -0.15606 -0.40365 -1.77993 -0.164
N 0.92215 1.17423 -0.20290 -0.597
N -0.83126 -1.17978 0.51356 -0.751
I 1.56741 -1.66071 -1.74911 0.404
I -1.90903 -1.10020 -2.77126 0.460
H -0.71608 1.26041 0.88272 0.182
H 0.80840 1.38697 1.90973 0.233
H 0.45815 1.55945 -2.24729 0.284
H -0.91433 1.50245 -0.95741 0.253
H 1.19063 -1.04098 1.61543 0.229
H -0.11047 -0.58615 2.53500 0.223
H 1.78859 0.62535 -0.17300 0.377
H -0.91335 -2.15294 0.56962 0.395
H -1.74088 -0.68311 0.58487 0.394
```


Molecular formula: C24H64O8
Method: DFT, the ωB97M-V functional and the def2-TZVPD basis

Calculated values
Maximum force = 1.68 eV/Å
DFT total energy = -1554.73736 Eh
Multiplicity = 1
E_LUMO = 0.6 eV
SMILES string = CC(C)O.CC(C)O.CC(C)O.CC(C)O.CC(C)O.CC(C)O.CC(C)O.CC(C)O
Kohn-Sham gap = 0.364 Eh
Energy relative to the best compared isomer or geometry (same formula, charge and spin) = 0.0 kJ/mol

The geometry in XYZ format:
```
96
Properties=species:S:1:pos:R:3:lowdin_charge:R:1
C 3.19364 2.45164 1.81328 -0.053
C 2.95048 2.92676 3.23851 -0.513
C 3.70699 4.20582 3.53522 -0.065
O 1.57767 3.15761 3.49424 -0.065
H 4.25067 2.20649 1.68282 0.078
H 2.92979 3.24902 1.11543 0.084
H 2.61152 1.55359 1.60250 0.059
H 3.34951 2.17891 3.94458 0.132
H 3.36640 5.03066 2.90552 0.080
H 4.76560 4.05268 3.30690 0.078
H 3.60922 4.47329 4.58599 0.077
H 1.12413 2.30713 3.36453 0.038
C -0.69393 3.21480 0.97062 -0.046
C -1.22550 4.63902 0.97547 -0.489
C -0.96614 5.34448 2.29189 -0.058
O -0.61732 5.33082 -0.11780 -0.058
H 0.37841 3.16999 0.77822 0.079
H -1.19689 2.58814 0.23622 0.054
H -0.83210 2.78142 1.96250 0.076
H -2.31662 4.58085 0.84127 0.133
H 0.10030 5.50502 2.44650 0.080
H -1.37638 4.74772 3.10449 0.084
H -1.44896 6.32739 2.28052 0.075
H -0.88593 6.25377 -0.07897 0.081
C -0.60583 1.19575 -4.43481 -0.050
C -0.65354 2.66225 -4.07946 -0.472
C -1.76288 2.98118 -3.08946 -0.039
O 0.63439 2.99264 -3.54145 -0.064
H -0.39016 0.60071 -3.54104 0.071
H 0.15269 0.95947 -5.17959 0.080
H -1.57660 0.85951 -4.80233 0.086
H -0.79134 3.23966 -5.00280 0.138
H -1.81418 4.04682 -2.87715 0.081
H -1.60171 2.41739 -2.17059 0.063
H -2.72082 2.63762 -3.48854 0.085
H 0.63974 3.90004 -3.21857 0.106
C -0.97481 -6.17846 -4.80710 -0.065
C -1.44294 -5.64064 -3.46928 -0.494
C -1.50919 -4.13442 -3.41366 -0.068
O -2.73125 -6.20914 -3.15162 -0.061
H 0.02787 -5.85213 -5.08577 0.081
H -1.64556 -5.82318 -5.59949 0.081
H -1.01176 -7.26694 -4.80112 0.080
H -0.80941 -6.05012 -2.67998 0.137
H -2.11452 -3.80713 -2.56858 0.068
H -2.06422 -3.75977 -4.28837 0.085
H -0.54286 -3.63523 -3.45193 0.077
H -3.30808 -6.04666 -3.90393 0.081
C 1.74948 -1.36479 3.95285 -0.047
C 0.49162 -0.51575 4.09017 -0.479
C 0.36764 0.09515 5.46602 -0.045
O 0.52316 0.56725 3.16292 -0.088
H 1.89828 -1.67323 2.91505 0.076
H 1.65781 -2.27785 4.54700 0.079
H 2.62920 -0.80746 4.27855 0.081
H -0.37873 -1.14702 3.86428 0.124
H -0.63341 0.47696 5.65545 0.082
H 1.09769 0.90187 5.56429 0.083
H 0.61786 -0.63730 6.23710 0.081
H 0.47512 0.23141 2.25295 0.043
C -2.28982 -3.79261 1.90907 -0.067
C -3.72868 -3.57179 2.31101 -0.499
C -4.66098 -4.54760 1.61967 -0.059
O -3.87065 -3.63573 3.73487 -0.052
H -2.01239 -4.83378 2.11558 0.087
H -1.61901 -3.15666 2.48529 0.064
H -2.15517 -3.65246 0.83567 0.076
H -4.03594 -2.55332 2.06193 0.133
H -5.62366 -4.58382 2.12920 0.079
H -4.23002 -5.54526 1.52788 0.078
H -4.88502 -4.20375 0.60358 0.079
H -3.31201 -4.34578 4.06636 0.083
C -0.16860 -1.59496 -0.98048 -0.051
C -0.47674 -0.28994 -0.30604 -0.452
C -1.51646 -0.43268 0.77638 -0.044
O 0.72500 0.16922 0.37081 -0.096
H 0.51747 -1.43865 -1.81530 0.071
H -1.05381 -2.11177 -1.36166 0.058
H 0.27663 -2.29643 -0.27143 0.092
H -0.73370 0.50373 -1.01126 0.116
H -1.24389 -1.07689 1.60991 0.062
H -2.37131 -0.96971 0.33759 0.085
H -1.89655 0.53497 1.09401 0.075
H 1.34568 0.47683 -0.31000 0.052
C 4.14420 -0.05941 -1.76450 -0.042
C 3.33558 0.95604 -2.55754 -0.473
C 3.28117 0.63167 -4.02796 -0.056
O 2.01375 0.94910 -2.00186 -0.087
H 4.43080 0.35286 -0.79579 0.073
H 5.03171 -0.36770 -2.31390 0.079
H 3.52917 -0.93877 -1.56104 0.084
H 3.76561 1.95436 -2.41734 0.140
H 4.27374 0.68428 -4.47824 0.083
H 2.64340 1.34693 -4.55386 0.067
H 2.85999 -0.36426 -4.18332 0.089
H 1.47724 1.58828 -2.49771 0.053
```


Question: Among the records above, which one has the lowest energy relative to the best compared isomer or geometry (same formula, charge and spin)?
Answer: C24H64O8


Question: Look up the multiplicity of the fifth one.
Answer: 1